# 1
Molecular formula: C6H10N
Method: DFT, ωB97M-V with the def2-TZVPD basis set

As for the strongest force on any atom: 0.1079 hartree/bohr. Its multiplicity is 1. The net charge is +1. As for the SMILES: [NH3+]C1(C2=CC2)CC1. Its total energy is -288.9241 hartree. For the HOMO energy, the calculation gives -13.262 eV.

Atoms and positions in Å:
C  1.29  -1.82  -1.36
C  0.71  -0.81  -0.78
C  0.76  -0.73  -2.25
C  0.25  0.22  1.96
C  -1.05  -0.37  1.41
C  -0.06  0.09  0.47
N  -0.46  1.28  -0.17
H  2.00  -2.62  -1.59
H  1.49  0.01  -2.78
H  -0.17  -0.99  -2.88
H  0.10  1.42  2.12
H  0.99  -0.17  2.68
H  -1.06  -1.46  1.39
H  -2.06  0.09  1.61
H  -0.65  2.02  0.57
H  -1.32  1.22  -0.79
H  0.22  1.86  -0.69

---

# 2
Molecular formula: C3H5I
Method: DFT, ωB97M-V with the def2-TZVPD basis set

As for the strongest force on any atom: 0.0698 hartree/bohr. Its multiplicity is 1. Its total energy is -414.7738 hartree. For the HOMO energy, the calculation gives -7.755 eV.

Atoms and positions in Å:
C  -1.63  -1.10  0.17
C  1.43  -1.50  0.74
C  1.12  -0.46  0.03
I  -0.39  -2.49  1.27
H  -2.31  -0.47  0.72
H  -1.90  -1.38  -0.84
H  1.96  -0.25  -0.61
H  -0.92  -0.35  -0.22
H  0.25  0.31  0.23

---

# 3
Molecular formula: C3H10N5
Method: DFT, ωB97M-V with the def2-TZVPD basis set

As for the strongest force on any atom: 0.0907 hartree/bohr. Its multiplicity is 1. The net charge is +1. Its total energy is -393.8045 hartree. For the HOMO energy, the calculation gives -14.094 eV.

Atoms and positions in Å:
C  0.31  -0.98  -0.56
C  0.72  -2.28  -1.20
C  -1.22  -1.81  1.28
N  0.63  0.24  -1.04
N  0.07  1.07  -0.22
N  -0.60  0.50  0.71
N  -0.49  -0.83  0.49
N  0.68  3.45  0.30
H  0.49  -2.41  -2.30
H  0.41  -3.18  -0.65
H  1.81  -2.10  -1.52
H  -1.02  -1.59  2.42
H  -2.30  -1.58  1.20
H  -0.94  -2.75  0.95
H  0.36  2.46  0.01
H  0.67  3.47  1.29
H  0.05  4.13  -0.15
H  1.66  3.64  0.02

---

# 4
Molecular formula: C49H133N7O14
Method: DFT, ωB97M-V with the def2-TZVPD basis set

As for the strongest force on any atom: 0.0595 hartree/bohr. Its multiplicity is 1. Its total energy is -3383.1276 hartree. For the HOMO energy, the calculation gives -9.278 eV.

Atoms and positions in Å:
C  -2.18  -4.81  -6.77
C  -2.82  -3.46  -6.65
C  -2.14  -2.49  -5.57
O  -2.13  -3.11  -4.35
C  -1.54  -2.39  -3.27
N  -2.80  -2.81  -7.98
H  -2.64  -5.51  -7.46
H  -2.03  -5.20  -5.76
H  -1.15  -4.76  -7.11
H  -3.83  -3.71  -6.34
H  -2.74  -1.60  -5.39
H  -1.16  -2.12  -5.87
H  -2.05  -1.44  -3.09
H  -0.50  -2.12  -3.46
H  -1.59  -2.88  -2.30
H  -2.92  -1.83  -7.80
H  -3.72  -3.13  -8.26
C  -7.33  -0.56  -4.52
C  -6.39  -1.61  -3.99
C  -6.56  -1.73  -2.44
O  -6.37  -0.53  -1.81
C  -6.39  -0.57  -0.46
N  -6.76  -2.85  -4.68
H  -8.37  -0.78  -4.27
H  -7.35  -0.45  -5.60
H  -7.07  0.43  -4.14
H  -5.36  -1.32  -4.18
H  -5.95  -2.52  -1.99
H  -7.58  -1.98  -2.16
H  -7.39  -0.62  -0.03
H  -6.00  0.40  -0.13
H  -5.72  -1.34  -0.09
H  -6.62  -2.84  -5.68
H  -6.13  -3.54  -4.29
C  6.28  4.80  -2.74
C  5.23  3.84  -2.17
C  3.79  4.42  -2.11
O  2.99  3.54  -1.41
C  1.69  4.08  -1.15
N  5.38  2.58  -2.91
H  6.16  5.09  -3.78
H  7.30  4.43  -2.67
H  6.34  5.73  -2.17
H  5.52  3.67  -1.14
H  3.41  4.61  -3.11
H  3.78  5.32  -1.49
H  1.78  4.91  -0.46
H  1.13  3.30  -0.64
H  1.15  4.41  -2.04
H  4.62  2.04  -2.51
H  5.17  2.73  -3.89
C  8.55  0.38  1.06
C  7.35  1.27  0.89
C  6.47  1.37  2.11
O  5.31  2.19  1.96
C  4.32  1.74  1.04
N  7.92  2.56  0.50
H  9.17  0.35  0.17
H  8.23  -0.61  1.37
H  9.23  0.70  1.86
H  6.72  0.90  0.08
H  7.08  1.65  2.97
H  6.08  0.39  2.39
H  3.70  1.07  1.63
H  4.77  1.29  0.16
H  3.76  2.60  0.66
H  8.12  2.46  -0.48
H  7.05  3.08  0.59
C  0.80  -0.96  0.39
C  0.16  0.27  0.93
C  -1.28  0.10  1.45
O  -1.97  -0.60  0.41
C  -2.52  0.24  -0.57
N  0.98  0.81  2.01
H  1.80  -0.92  -0.03
H  0.04  -1.31  -0.31
H  0.80  -1.75  1.14
H  0.10  0.99  0.12
H  -1.76  1.03  1.75
H  -1.27  -0.56  2.32
H  -3.07  -0.45  -1.21
H  -1.67  0.66  -1.10
H  -3.17  1.00  -0.14
H  1.34  0.02  2.52
H  1.74  1.20  1.47
C  3.88  0.14  4.90
C  3.05  -1.17  4.94
C  2.02  -1.21  6.09
O  1.28  -2.45  6.10
C  0.14  -2.38  6.90
N  2.52  -1.41  3.57
H  3.22  1.00  4.87
H  4.55  0.13  4.04
H  4.57  0.16  5.75
H  3.73  -1.99  5.16
H  1.36  -0.36  5.87
H  2.50  -1.03  7.05
H  0.43  -2.20  7.93
H  -0.35  -3.35  6.95
H  -0.58  -1.64  6.54
H  3.29  -1.55  2.94
H  2.10  -2.32  3.56
C  -3.81  1.98  3.81
C  -5.08  1.26  3.90
C  -5.08  -0.19  3.52
O  -6.44  -0.60  3.29
C  -6.46  -1.96  2.94
N  -5.67  1.53  5.18
H  -3.03  1.52  4.40
H  -3.90  3.02  4.14
H  -3.45  1.81  2.80
H  -5.68  1.83  3.19
H  -4.63  -0.74  4.34
H  -4.48  -0.42  2.64
H  -5.81  -2.11  2.08
H  -7.48  -2.17  2.61
H  -6.18  -2.69  3.70
H  -6.57  1.08  5.14
H  -5.20  1.05  5.93
C  -3.76  4.29  -0.57
C  -2.47  4.26  0.22
C  -1.63  5.52  -0.03
O  -2.84  4.22  1.64
H  -4.46  3.50  -0.31
H  -3.58  4.23  -1.64
H  -4.26  5.21  -0.27
H  -1.82  3.39  0.06
H  -2.21  6.43  0.14
H  -1.32  5.61  -1.08
H  -0.73  5.53  0.58
H  -2.12  3.91  2.19
C  1.29  -4.47  -1.92
C  1.83  -5.39  -0.79
C  1.26  -5.20  0.57
O  1.60  -6.71  -1.08
H  1.61  -4.83  -2.90
H  1.56  -3.43  -1.73
H  0.20  -4.54  -1.93
H  2.91  -5.29  -0.73
H  1.75  -5.85  1.30
H  0.22  -5.53  0.66
H  1.35  -4.17  0.90
H  1.97  -6.86  -1.95
C  -0.89  2.73  -5.20
C  -2.36  2.62  -4.87
C  -2.70  1.40  -4.09
O  -2.62  3.64  -3.98
H  -0.58  1.86  -5.78
H  -0.36  2.75  -4.25
H  -0.69  3.67  -5.72
H  -2.96  2.69  -5.79
H  -3.72  1.46  -3.69
H  -2.09  1.33  -3.19
H  -2.44  0.50  -4.63
H  -2.46  4.45  -4.47
C  -2.20  -2.25  4.06
C  -2.59  -3.59  3.45
C  -2.22  -3.85  1.95
O  -1.96  -4.60  4.26
H  -2.79  -1.46  3.59
H  -1.14  -2.01  3.93
H  -2.28  -2.20  5.14
H  -3.65  -3.83  3.57
H  -2.50  -3.03  1.30
H  -2.57  -4.84  1.66
H  -1.13  -3.90  1.87
H  -2.48  -4.64  5.07
C  6.18  -3.87  0.99
C  5.53  -2.53  1.07
C  4.21  -2.47  0.31
O  5.30  -2.25  2.43
H  5.60  -4.61  1.55
H  7.24  -3.87  1.26
H  6.26  -4.16  -0.05
H  6.19  -1.72  0.75
H  3.84  -1.45  0.31
H  3.47  -3.13  0.77
H  4.26  -2.89  -0.70
H  6.14  -2.02  2.85
C  1.04  3.28  4.69
C  -0.38  3.61  4.14
C  -0.79  5.13  4.20
O  -0.54  3.22  2.80
H  1.80  3.81  4.11
H  1.25  2.22  4.56
H  1.12  3.59  5.73
H  -1.05  2.96  4.70
H  -0.17  5.76  3.56
H  -0.71  5.34  5.27
H  -1.85  5.30  3.99
H  -0.08  2.37  2.71
C  2.19  1.55  -4.14
C  2.10  0.59  -2.96
C  2.33  -0.89  -3.29
O  3.01  0.90  -1.93
H  1.70  2.50  -3.91
H  1.80  1.16  -5.08
H  3.23  1.72  -4.42
H  1.09  0.71  -2.59
H  1.59  -1.20  -4.03
H  1.99  -1.50  -2.45
H  3.31  -1.15  -3.68
H  2.76  1.78  -1.66

---

# 5
Molecular formula: C20H50ClNO6Si2
Method: DFT, ωB97M-V with the def2-TZVPD basis set

As for the strongest force on any atom: 0.2135 hartree/bohr. Its multiplicity is 1. Its total energy is -2337.2823 hartree. For the HOMO energy, the calculation gives -9.428 eV.

Atoms and positions in Å:
O  -1.32  1.78  0.50
C  -0.73  0.58  0.25
N  -0.14  -0.68  0.19
Si  -0.70  -1.67  1.63
O  0.73  -1.89  2.64
Si  0.73  -0.79  4.02
C  2.26  0.45  3.95
C  2.67  0.54  2.37
C  3.40  1.93  1.91
Cl  4.71  1.44  0.64
H  -1.84  -1.06  2.31
H  -1.17  -2.96  1.09
H  0.92  -1.64  5.21
H  -0.52  -0.01  4.07
H  3.16  0.04  4.60
H  1.94  1.47  4.44
H  3.31  -0.42  2.07
H  1.66  0.47  1.73
H  2.61  2.57  1.30
H  3.85  2.57  2.79
C  4.33  5.59  -4.23
C  5.44  4.55  -4.15
O  5.79  4.20  -2.82
C  4.76  3.61  -2.03
C  4.26  2.28  -2.59
H  4.57  6.46  -3.60
H  4.20  5.93  -5.27
H  3.38  5.19  -3.89
H  6.34  4.97  -4.61
H  5.18  3.66  -4.73
H  3.93  4.31  -1.88
H  5.19  3.43  -1.04
H  3.72  2.42  -3.53
H  3.57  1.81  -1.88
H  5.10  1.61  -2.78
C  0.90  -4.38  -2.08
C  -0.15  -5.46  -1.92
O  -1.42  -4.97  -1.52
C  -2.07  -4.06  -2.41
C  -2.38  -4.67  -3.76
H  0.94  -3.75  -1.19
H  1.88  -4.82  -2.26
H  0.67  -3.72  -2.93
H  0.18  -6.15  -1.14
H  -0.25  -6.06  -2.84
H  -1.47  -3.14  -2.52
H  -3.01  -3.77  -1.93
H  -1.47  -4.89  -4.33
H  -2.99  -3.99  -4.36
H  -2.92  -5.61  -3.65
C  2.14  2.14  9.19
C  1.48  3.09  8.21
O  0.80  2.43  7.15
C  -0.29  1.58  7.51
C  -1.42  2.32  8.20
H  2.76  1.41  8.66
H  2.76  2.69  9.90
H  1.39  1.57  9.76
H  2.25  3.71  7.74
H  0.80  3.78  8.72
H  0.07  0.75  8.13
H  -0.67  1.14  6.58
H  -1.12  2.69  9.19
H  -2.28  1.66  8.34
H  -1.74  3.18  7.61
C  -6.98  -2.67  -4.33
C  -5.51  -2.34  -4.52
O  -5.01  -2.66  -5.81
C  -5.61  -1.98  -6.91
C  -5.42  -0.47  -6.86
H  -7.18  -3.70  -4.63
H  -7.27  -2.53  -3.29
H  -7.61  -2.02  -4.95
H  -4.92  -2.93  -3.81
H  -5.30  -1.29  -4.28
H  -6.67  -2.24  -6.99
H  -5.13  -2.36  -7.82
H  -5.97  -0.02  -6.03
H  -5.77  -0.01  -7.79
H  -4.36  -0.22  -6.73

---

# 6
Molecular formula: C27H28N2SiW
Method: DFT, ωB97M-V with the def2-TZVPD basis set

As for the strongest force on any atom: 0.0850 hartree/bohr. As for the expectation value of S²: 2.01. Its multiplicity is 3. The net charge is +2. Its total energy is -1511.0254 hartree. For the HOMO energy (alpha / beta), the calculation gives -12.769 / -12.625 eV.

Atoms and positions in Å:
C  0.47  2.28  2.92
C  1.07  2.37  1.62
C  0.01  2.61  0.68
H  2.13  2.31  1.39
C  -1.23  2.61  1.39
C  -0.94  2.46  2.76
H  -1.68  2.51  3.56
H  1.01  2.20  3.86
H  0.12  2.86  -0.37
H  -2.21  2.76  0.95
W  -0.28  0.61  1.64
C  -1.40  -1.16  -0.31
H  -1.92  -0.22  -0.25
H  -1.86  -1.79  0.48
H  -0.31  -0.99  0.06
Si  -0.23  0.43  -1.93
C  1.09  -0.33  -3.12
C  2.11  0.58  -3.46
H  2.17  1.54  -2.95
C  3.06  0.26  -4.44
H  3.82  0.99  -4.68
C  3.05  -0.99  -5.05
H  3.80  -1.23  -5.82
C  2.09  -1.93  -4.69
H  2.11  -2.93  -5.14
C  1.11  -1.63  -3.72
H  0.39  -2.40  -3.41
C  -1.54  1.13  -3.12
C  -1.36  1.21  -4.53
H  -0.44  0.85  -4.99
C  -2.32  1.81  -5.35
H  -2.12  1.93  -6.43
C  -3.53  2.28  -4.82
H  -4.27  2.78  -5.47
C  -3.77  2.13  -3.43
H  -4.71  2.51  -3.02
C  -2.80  1.55  -2.60
H  -3.03  1.46  -1.55
H  0.57  1.45  -1.18
H  -1.60  -1.72  -1.18
N  1.38  -0.75  1.56
C  1.26  -1.78  2.61
C  2.06  -2.91  2.62
C  2.04  -3.75  3.76
C  1.30  -3.36  4.89
C  0.49  -2.18  4.89
C  -0.17  -1.66  6.01
C  -0.94  -0.53  5.85
C  -1.15  0.01  4.59
N  -0.41  -0.36  3.50
C  0.41  -1.46  3.66
H  2.20  -0.14  1.73
H  1.59  -1.13  0.63
H  2.67  -3.12  1.74
H  2.65  -4.66  3.77
H  1.35  -3.96  5.81
H  -0.06  -2.15  6.97
H  -1.45  -0.07  6.69
H  -1.86  0.82  4.44

---

# 7
Molecular formula: C3H2O3Y
Method: DFT, ωB97M-V with the def2-TZVPD basis set

As for the strongest force on any atom: 0.0847 hartree/bohr. Its multiplicity is 1. The net charge is +3. Its total energy is -377.8597 hartree. For the HOMO energy (alpha / beta), the calculation gives -22.634 / -22.592 eV.

Atoms and positions in Å:
O  -1.04  0.93  -0.98
C  -1.00  2.11  -0.63
H  -1.94  2.68  -0.67
H  -0.08  2.50  -0.18
O  -0.20  -0.40  0.08
Y  0.37  -0.98  -2.07
O  0.64  -2.01  0.46
C  1.29  -2.26  1.44
C  1.96  -2.57  2.55

---

# 8
Molecular formula: C4H6INS
Method: DFT, ωB97M-V with the def2-TZVPD basis set

As for the strongest force on any atom: 0.0725 hartree/bohr. Its multiplicity is 1. As for the SMILES: C#CS[C@@H](C)NI. Its total energy is -906.5177 hartree. For the HOMO energy, the calculation gives -8.409 eV.

Atoms and positions in Å:
C  -2.78  -1.40  0.10
C  -1.95  -0.72  -0.45
C  0.58  1.31  0.71
C  0.69  0.53  -0.60
N  1.10  -0.82  -0.40
S  -1.12  0.36  -1.47
I  2.82  -1.54  -1.25
H  -3.21  -1.94  0.91
H  0.19  2.30  0.60
H  1.47  1.24  1.19
H  0.05  0.74  1.53
H  1.14  1.01  -1.48
H  1.03  -1.07  0.61

---

# 9
Molecular formula: H10O5
Method: DFT, ωB97M-V with the def2-TZVPD basis set

As for the strongest force on any atom: 0.0839 hartree/bohr. Its multiplicity is 1. As for the SMILES: O.O.O.O.O. Its total energy is -382.1693 hartree. For the HOMO energy, the calculation gives -10.753 eV.

Atoms and positions in Å:
H  1.88  0.39  -0.58
H  3.22  -0.17  -1.03
H  -0.05  1.51  0.08
H  0.73  2.61  0.80
H  -2.17  1.54  -1.03
H  -1.92  0.18  -0.14
H  -0.78  -1.46  0.11
H  -1.62  -1.97  -0.97
H  0.50  -0.90  1.90
H  0.94  -0.65  0.39
O  2.26  -0.49  -0.79
O  0.78  1.80  0.41
O  -1.83  1.17  -0.23
O  -1.71  -1.29  -0.27
O  0.41  -1.33  0.95